The following is a quantum chemistry calculation of an isolated molecule of C4H8N2O in a non-equilibrium geometry, from OMol25.

Values from the calculation:
Orbital gap ... 10.17 eV
SMILES ... C1=NOCCNC1
ΔE to the lowest compared entry with this formula, charge and spin ... 4.775 eV
Electronic energy ... -341.8282 hartree

Atoms and positions in Å:
C1 1.75 0.07 0.32
N1 1.38 -1.15 0.49
O1 0.49 -1.50 -0.69
C2 -0.87 -1.25 -0.22
C3 -1.25 0.06 0.42
N2 -0.55 1.16 -0.22
C4 0.89 1.04 -0.57
H1 2.49 0.35 1.02
H2 -1.34 -1.27 -1.14
H3 -1.27 -2.06 0.35
H4 -1.10 -0.05 1.56
H5 -2.40 0.13 0.32
H6 -0.66 1.86 0.53
H7 1.18 0.53 -1.48
H8 1.27 2.08 -0.68

For reference, the Mulliken charges in units of e are: 0.00 -0.48 -0.26 -0.52 -0.48 -0.36 -0.57 0.46 0.32 0.40 0.29 0.29 0.27 0.25 0.38

***

The following is a quantum chemistry calculation of a 5-piece molecular cluster, C4H20N3O4 overall in a non-equilibrium geometry, from OMol25.

Values from the calculation:
Orbital gap ... 11.31 eV
Charge ... +1
ΔE to the lowest compared entry with this formula, charge and spin ... 0.461 eV
Electronic energy ... -629.4370 hartree

Atoms and positions in Å:
C1 -1.92 -0.98 1.35
C2 -0.93 -1.41 0.29
C3 0.52 -1.17 0.68
N1 0.92 0.21 0.29
C4 2.15 0.56 -0.01
N2 3.21 -0.22 0.24
N3 2.36 1.76 -0.52
H1 -2.85 -1.53 1.37
H2 -2.20 0.09 1.31
H3 -1.47 -1.06 2.35
H4 -1.06 -2.44 -0.01
H5 -1.11 -0.90 -0.67
H6 0.66 -1.25 1.76
H7 1.19 -1.89 0.20
H8 0.15 0.84 0.17
H9 3.04 -1.17 0.54
H10 3.98 -0.09 -0.39
H11 3.29 2.14 -0.62
H12 1.63 2.47 -0.52
H13 -1.35 -0.88 -3.26
H14 -2.63 -1.69 -2.87
O1 -2.27 -1.08 -3.51
H15 0.52 -2.24 -3.05
H16 0.75 -3.75 -2.87
O2 0.47 -2.95 -2.41
H17 -0.20 3.76 -0.31
H18 -0.25 3.72 1.22
O3 0.30 3.47 0.47
H19 -3.11 2.58 2.86
H20 -1.62 2.24 3.16
O4 -2.20 2.88 2.74

For reference, the Mulliken charges in units of e are: -1.19 -0.49 -0.62 -0.08 0.66 -0.41 -0.29 0.37 0.28 0.32 0.46 0.15 0.26 0.48 0.26 0.25 0.24 0.24 0.17 0.25 0.34 -0.60 0.30 0.29 -0.57 0.33 0.29 -0.69 0.30 0.32 -0.61

***

The following is a quantum chemistry calculation of a 5-piece molecular cluster, C29H40BN5OP overall in a non-equilibrium geometry, from OMol25.

Values from the calculation:
Orbital gap ... 6.62 eV
Charge ... -1
Electronic energy ... -1844.2168 hartree

Atoms and positions in Å:
C1 -1.76 -3.16 0.49
C2 -0.98 -2.33 0.94
B1 -0.02 -1.23 1.71
C3 -1.05 -0.13 2.36
C4 -2.25 0.24 1.40
N1 -2.70 1.62 1.74
C5 0.98 -0.63 0.55
C6 2.30 0.05 1.05
C7 2.10 1.33 1.94
C8 2.44 1.03 3.45
C9 1.35 1.48 4.48
P1 0.89 -2.28 3.09
O1 0.37 -2.00 4.52
H1 -2.34 -3.94 0.03
H2 -0.56 0.78 2.75
H3 -1.52 -0.63 3.24
H4 -1.95 0.21 0.34
H5 -3.03 -0.52 1.62
H6 -3.08 2.01 0.88
H7 -3.48 1.58 2.40
H8 1.30 -1.51 -0.08
H9 0.38 0.01 -0.13
H10 2.83 0.40 0.13
H11 3.01 -0.66 1.53
H12 1.13 1.83 1.80
H13 2.87 2.06 1.60
H14 2.67 -0.05 3.57
H15 3.38 1.57 3.73
H16 1.84 1.86 5.39
H17 0.68 0.65 4.78
H18 0.71 2.24 3.99
H19 2.31 -2.19 3.02
H20 0.60 -3.67 2.86
N2 3.50 -2.30 -2.07
C10 3.72 -2.01 -3.36
C11 3.07 -2.64 -4.41
C12 2.14 -3.63 -4.11
C13 1.91 -3.95 -2.79
C14 2.61 -3.26 -1.81
H21 4.45 -1.23 -3.54
H22 3.28 -2.36 -5.43
H23 1.61 -4.15 -4.90
H24 1.19 -4.72 -2.52
H25 2.45 -3.47 -0.76
N3 -0.24 -5.83 -5.50
C15 -0.33 -6.94 -6.23
C16 -1.33 -7.17 -7.16
C17 -2.30 -6.19 -7.34
C18 -2.23 -5.03 -6.58
C19 -1.18 -4.90 -5.68
H26 0.45 -7.67 -6.06
H27 -1.35 -8.09 -7.73
H28 -3.10 -6.34 -8.05
H29 -2.97 -4.25 -6.69
H30 -1.08 -4.01 -5.07
N4 -3.79 2.79 -1.58
C20 -4.17 4.04 -1.32
C21 -4.59 4.94 -2.28
C22 -4.61 4.52 -3.60
C23 -4.21 3.23 -3.90
C24 -3.82 2.41 -2.86
H31 -4.14 4.33 -0.27
H32 -4.90 5.94 -2.01
H33 -4.93 5.19 -4.39
H34 -4.21 2.86 -4.92
H35 -3.50 1.39 -3.04
N5 2.17 4.08 6.00
C25 1.02 4.72 6.21
C26 0.91 6.10 6.29
C27 2.06 6.86 6.13
C28 3.27 6.22 5.90
C29 3.26 4.83 5.85
H36 0.15 4.09 6.33
H37 -0.05 6.57 6.46
H38 2.02 7.95 6.18
H39 4.18 6.77 5.77
H40 4.18 4.28 5.67

For reference, the Mulliken charges in units of e are: -0.68 -0.28 0.64 -0.17 -0.48 -0.60 -0.34 -0.70 -0.83 -0.32 -1.21 0.39 -0.78 0.45 -0.39 0.32 0.25 0.23 0.25 0.21 -0.34 0.31 0.40 0.22 0.52 0.40 0.25 0.40 0.41 0.20 0.30 -0.02 0.01 -0.48 -0.30 -0.57 0.09 -0.40 -0.34 0.35 0.36 0.42 0.42 0.44 -0.31 -0.25 -0.46 -0.13 -0.69 0.05 0.35 0.35 0.36 0.35 0.38 -0.29 0.03 -0.65 -0.11 -0.55 -0.20 0.34 0.33 0.36 0.34 0.38 -0.26 -0.09 -0.61 -0.10 -0.56 -0.19 0.37 0.35 0.35 0.35 0.37

***

The following is a quantum chemistry calculation of C25H34F6N5O5S3SeTi as an isolated structure in a non-equilibrium geometry, from OMol25.

Values from the calculation:
Orbital gap (alpha / beta) ... 7.21 / 7.24 eV
Charge ... +1
ΔE to the lowest compared entry with this formula, charge and spin ... 2.071 eV
Electronic energy ... -6667.5220 hartree

Atoms and positions in Å:
Ti1 2.28 -0.98 1.38
F1 4.68 0.02 -2.09
C1 4.30 -0.67 -1.04
F2 2.93 -0.60 -0.96
F3 4.55 -1.97 -1.25
S1 5.03 -0.25 0.66
O1 4.30 -1.25 1.40
O2 6.42 -0.42 0.56
N1 4.57 1.20 0.98
S2 3.14 1.74 0.64
O3 2.97 2.11 -0.72
O4 2.07 0.88 1.14
C2 2.97 3.20 1.78
F4 2.84 2.68 2.99
F5 1.85 3.86 1.49
F6 3.99 4.03 1.76
C3 -3.01 -2.88 -1.01
C4 -2.94 -2.04 -2.28
C5 -1.78 -2.38 -3.22
C6 -0.39 -2.06 -2.64
N2 -0.25 -0.66 -2.32
C7 -0.25 -0.13 -1.07
Se1 -0.08 -1.10 0.52
N3 -0.37 1.21 -1.15
C8 -0.57 2.09 -0.02
C9 -1.96 1.99 0.61
C10 -3.10 2.62 -0.19
C11 -3.64 1.71 -1.27
C12 -0.40 1.57 -2.48
C13 -0.49 2.80 -3.11
C14 -0.51 2.81 -4.49
C15 -0.43 1.63 -5.23
C16 -0.32 0.39 -4.61
C17 -0.32 0.38 -3.22
H1 -3.94 -2.67 -0.49
H2 -2.19 -2.64 -0.33
H3 -2.98 -3.94 -1.25
H4 -2.87 -0.98 -2.01
H5 -3.86 -2.16 -2.84
H6 -1.92 -1.84 -4.15
H7 -1.79 -3.45 -3.45
H8 0.38 -2.33 -3.37
H9 -0.24 -2.62 -1.72
H10 -0.39 3.12 -0.36
H11 0.16 1.84 0.75
H12 -1.88 2.49 1.58
H13 -2.18 0.93 0.81
H14 -2.76 3.56 -0.62
H15 -3.91 2.85 0.51
H16 -2.89 1.51 -2.03
H17 -4.50 2.16 -1.77
H18 -3.97 0.77 -0.83
H19 -0.55 3.72 -2.55
H20 -0.58 3.75 -5.01
H21 -0.44 1.68 -6.31
H22 -0.24 -0.51 -5.19
N4 1.58 -3.15 3.12
C18 1.32 -1.78 3.28
S3 2.69 -0.82 3.74
N5 0.01 -1.47 3.53
C19 -0.61 -0.22 3.70
C20 0.09 0.97 3.89
C21 -0.61 2.15 4.10
C22 -1.99 2.16 4.13
C23 -2.69 0.98 3.92
C24 -2.00 -0.20 3.71
H23 2.54 -3.37 3.38
H24 0.92 -3.79 3.56
H25 -0.65 -2.22 3.38
H26 1.16 0.99 3.91
H27 -0.06 3.06 4.27
H28 -2.52 3.08 4.30
H29 -3.77 0.98 3.93
H30 -2.55 -1.12 3.55
C25 1.79 -4.03 0.22
O5 2.54 -2.87 0.58
H31 2.11 -4.90 0.80
H32 1.92 -4.24 -0.85
H33 0.74 -3.82 0.42
H34 3.48 -3.11 0.52

For reference, the Mulliken charges in units of e are: -0.83 -0.23 0.56 0.22 -0.21 0.82 -0.46 -0.62 -0.53 1.25 -0.63 0.47 0.53 -0.20 -0.16 -0.19 -1.02 0.32 -0.91 -0.69 1.04 -1.27 -0.51 2.28 0.17 0.02 -0.94 -0.95 0.56 -0.85 -0.82 -0.76 -0.97 0.60 0.43 0.03 0.33 -0.49 0.48 0.39 0.50 0.41 0.04 0.71 -1.35 0.20 0.00 0.29 0.44 0.04 0.45 0.27 0.45 0.46 0.46 0.51 -0.27 0.33 -0.40 -0.20 0.55 -0.40 -0.71 -0.73 -0.56 -0.47 0.30 0.19 0.32 0.35 0.43 0.42 0.43 0.38 -0.72 0.55 0.33 0.33 0.14 0.25

***

The following is a quantum chemistry calculation of C11H30BrCl2F7Mg2N2O12PS as an isolated structure in a non-equilibrium geometry, from OMol25.

Values from the calculation:
Orbital gap ... 0.96 eV
Charge ... +1
ΔE to the lowest compared entry with this formula, charge and spin ... 1.840 eV
Electronic energy ... -6781.9570 hartree

Atoms and positions in Å:
C1 -0.16 0.21 0.84
C2 -1.10 0.48 -0.43
F1 -0.42 1.17 -1.47
C3 -1.73 -0.89 -1.00
O1 -2.05 -1.83 0.05
C4 -3.29 -1.61 0.61
O2 -3.80 -2.52 1.31
O3 -3.93 -0.39 0.39
C5 -5.37 -0.46 0.56
O4 -5.91 0.70 -0.12
O5 -6.35 0.28 -1.36
H1 0.70 0.95 0.74
H2 -0.68 0.42 1.81
H3 0.17 -0.87 0.80
H4 -1.96 1.11 -0.03
H5 -0.88 -1.36 -1.60
H6 -2.56 -0.70 -1.74
H7 -5.82 -1.41 0.16
H8 -5.58 -0.32 1.66
H9 -7.30 0.07 -1.24
Mg1 1.75 2.49 0.02
O6 0.89 -2.39 3.13
S1 1.69 -3.59 3.12
O7 2.32 -4.07 1.92
O8 0.86 -4.79 3.79
C6 -0.44 -5.09 3.27
C7 -0.37 -5.87 1.97
C8 2.93 -3.45 4.39
H10 -1.03 -4.17 3.14
H11 -0.95 -5.69 4.02
H12 0.05 -5.26 1.17
H13 -1.36 -6.20 1.66
H14 0.28 -6.74 2.09
H15 2.45 -3.14 5.31
H16 3.68 -2.68 4.06
H17 3.42 -4.42 4.50
F2 6.05 -0.52 0.71
P1 5.71 -0.05 -0.80
F3 4.26 0.00 -0.07
F4 4.99 -1.02 -1.89
F5 5.17 1.19 -1.71
F6 6.91 -1.03 -1.27
F7 6.86 1.07 -0.59
C9 9.86 3.18 -2.24
O9 11.03 2.79 -2.27
N1 9.24 3.55 -1.10
N2 9.11 3.28 -3.36
H18 8.29 3.87 -1.06
H19 9.77 3.49 -0.25
H20 9.54 3.01 -4.23
H21 8.15 3.59 -3.37
O10 -8.38 3.02 -2.13
H22 -8.18 2.23 -2.65
H23 -7.67 3.05 -1.48
O11 1.19 -3.19 7.73
H24 2.02 -3.51 8.08
H25 1.35 -2.26 7.55
Br1 4.73 -1.84 2.95
Mg2 -4.75 -3.20 -0.97
O12 13.76 2.76 -1.69
H26 12.96 3.21 -1.98
Cl1 -9.97 5.51 -2.83
C10 -10.62 5.50 -4.49
C11 -9.54 5.69 -5.53
Cl2 -8.86 7.34 -5.50
H27 -11.39 6.27 -4.56
H28 -11.10 4.52 -4.63
H29 -9.95 5.53 -6.53
H30 -8.72 4.98 -5.39

For reference, the Mulliken charges in units of e are: 0.18 0.61 -0.34 -0.67 -0.15 0.48 -0.52 -0.07 0.02 -0.18 -0.39 -0.85 0.35 0.29 0.21 0.34 0.38 0.01 0.27 0.36 0.68 -0.61 1.28 -0.57 -0.29 -0.31 -1.01 -0.41 0.29 0.28 0.27 0.39 0.30 0.09 0.09 0.42 -0.32 0.95 -0.31 -0.33 -0.34 -0.32 -0.30 0.76 -0.67 -0.37 -0.38 0.18 0.21 0.22 0.18 -0.54 0.28 0.29 -0.65 0.32 0.31 0.08 0.33 -0.22 0.43 -0.17 -0.45 -0.43 -0.18 0.35 0.27 0.29 0.30

***

The following is a quantum chemistry calculation of an isolated molecule of C4H6N6O in a non-equilibrium geometry, from OMol25.

Values from the calculation:
Orbital gap ... 7.68 eV
SMILES ... Nc1nc(N)n2c1ncn2O
ΔE to the lowest compared entry with this formula, charge and spin ... 4.484 eV
Electronic energy ... -559.6811 hartree

Atoms and positions in Å:
N1 2.84 1.23 0.34
C1 1.67 0.45 0.11
N2 1.62 -0.91 0.11
C2 0.34 -1.27 0.11
N3 -0.16 -2.53 0.09
N4 -0.50 -0.23 0.10
C3 0.42 0.99 0.10
N5 -0.31 2.04 -0.19
C4 -1.54 1.67 -0.33
N6 -1.77 0.16 -0.32
O1 -2.70 -0.35 0.63
H1 2.62 2.21 0.43
H2 3.60 1.11 -0.30
H3 0.54 -3.09 -0.37
H4 -1.13 -2.61 -0.11
H5 -2.47 2.17 -0.42
H6 -3.05 -1.03 0.01

For reference, the Mulliken charges in units of e are: -0.55 0.62 -0.76 0.59 -0.43 0.22 -0.05 -0.51 -0.21 -0.27 -0.39 0.24 0.25 0.26 0.19 0.40 0.38

***

The following is a quantum chemistry calculation of an isolated ion of composition C5H6NO and charge +1 in a non-equilibrium geometry, from OMol25.

Values from the calculation:
Orbital gap (alpha / beta) ... 8.22 / 8.22 eV
Charge ... +1
SMILES ... C1=[N+]([C@@]23C[C@H]2O3)C1
ΔE to the lowest compared entry with this formula, charge and spin ... 7.525 eV
Electronic energy ... -323.5934 hartree

Atoms and positions in Å:
C1 -0.62 -0.53 -1.76
N1 -0.13 -0.08 -0.70
C2 0.79 0.04 0.25
C3 0.90 -0.95 1.59
C4 0.14 0.36 1.71
O1 0.91 1.22 0.99
C5 -0.61 0.91 -1.75
H1 -1.13 -1.50 -2.11
H2 1.85 -1.04 2.11
H3 0.32 -1.86 1.82
H4 -0.94 0.44 1.53
H5 0.10 1.57 -2.29
H6 -1.58 1.41 -1.41

For reference, the Mulliken charges in units of e are: 0.08 0.12 0.19 -0.34 -0.02 -0.24 -0.49 0.34 0.28 0.28 0.26 0.29 0.24

***

The following is a quantum chemistry calculation of a 2-piece molecular cluster, C5H10O5 overall in a non-equilibrium geometry, from OMol25.

Values from the calculation:
Expectation value of S² ... 2.00
Orbital gap (alpha / beta) ... 7.37 / 8.99 eV
Multiplicity ... 3
Electronic energy ... -572.5150 hartree

Atoms and positions in Å:
C1 -0.46 0.41 -0.24
C2 0.12 1.67 0.38
C3 0.64 -0.73 -0.19
C4 -0.18 1.63 1.88
C5 -0.28 -1.86 -0.21
O1 1.47 -0.70 -1.27
O2 -1.06 0.95 2.33
O3 0.59 2.49 2.54
O4 -0.25 -1.71 -3.07
O5 -0.52 -2.27 1.03
H1 -1.41 0.38 0.30
H2 -0.80 0.75 -1.22
H3 1.13 1.71 0.39
H4 -0.35 2.52 -0.10
H5 1.16 -0.45 0.73
H6 0.87 -0.54 -1.99
H7 0.51 -2.06 -3.63
H8 0.11 2.86 3.28
H9 -0.18 -2.10 -2.25
H10 -1.12 -2.94 1.32

For reference, the Mulliken charges in units of e are: -0.67 -1.00 0.15 0.65 -0.54 -0.57 -0.53 -0.44 -0.67 -0.37 0.47 0.34 0.39 0.42 0.52 0.43 0.32 0.36 0.40 0.34